Record 1
{"formula": "C16H40BrN2O2", "method": "wB97M-V/def2-TZVPD", "elements": ["C", "C", "N", "C", "C", "C", "C", "C", "O", "C", "H", "H", "H", "H", "H", "H", "H", "H", "H", "H", "H", "H", "H", "H", "H", "H", "H", "H", "H", "H", "C", "C", "N", "C", "C", "C", "C", "C", "O", "C", "H", "H", "H", "H", "H", "H", "H", "H", "H", "H", "H", "H", "H", "H", "H", "H", "H", "H", "H", "H", "Br"], "positions_angstrom": [[-0.9350, -4.1274, 2.2599], [-1.1609, -3.3925, 0.9857], [-1.1777, -4.2445, -0.3233], [-2.1808, -5.3691, -0.2431], [-1.5625, -3.4485, -1.5532], [-3.0021, -2.9348, -1.5195], [0.2146, -4.8278, -0.6477], [1.4756, -3.7919, -0.7013], [2.0906, -3.8737, 0.5860], [3.4410, -3.4436, 0.4496], [-0.3791, -4.9974, 2.1705], [-1.9774, -4.3947, 2.7330], [-0.5016, -3.4584, 2.9484], [-0.4134, -2.6969, 0.8084], [-2.1388, -2.8711, 1.0287], [-3.1302, -4.9155, -0.1477], [-2.0093, -5.9054, 0.6392], [-2.1749, -5.9693, -1.1444], [-1.5645, -4.2445, -2.3404], [-0.9077, -2.6365, -1.6644], [-3.0278, -1.9419, -1.9573], [-3.4764, -2.8376, -0.5572], [-3.5876, -3.6477, -2.1063], [0.1734, -5.5064, -1.5392], [0.4640, -5.4748, 0.1949], [1.2264, -2.7857, -0.9901], [2.2019, -4.1820, -1.4460], [4.0254, -4.2215, -0.0617], [3.7347, -3.2951, 1.4923], [3.4981, -2.6176, -0.2153], [-2.0581, 3.3311, 1.1067], [-1.4964, 3.3565, -0.3420], [-0.0679, 3.7263, -0.3932], [0.3783, 3.4829, -1.8124], [0.1738, 5.2104, -0.1417], [-0.7488, 6.1727, -0.9301], [0.6912, 2.8849, 0.5539], [2.1754, 3.1690, 0.6490], [2.5529, 4.2750, 1.3962], [3.8296, 3.9303, 1.9590], [-1.9541, 4.2811, 1.6334], [-1.7595, 2.4370, 1.6804], [-3.1399, 3.3472, 0.9665], [-1.9952, 4.0705, -0.9647], [-1.5358, 2.3775, -0.8713], [1.3314, 3.8857, -2.0283], [-0.4255, 3.9719, -2.3679], [0.4891, 2.4212, -2.0096], [1.1810, 5.3074, -0.4632], [0.1512, 5.4134, 0.9366], [-1.0159, 5.8356, -1.9236], [-0.2142, 7.1826, -1.0614], [-1.6913, 6.3618, -0.3758], [0.5796, 1.9112, 0.1051], [0.2331, 3.0110, 1.5343], [2.6051, 3.2218, -0.4084], [2.6392, 2.2889, 1.0752], [4.2658, 4.7861, 2.3854], [4.4721, 3.5161, 1.1645], [3.5886, 3.1827, 2.7516], [-0.4728, -0.2961, -0.9431]], "forces_ev_per_a": [[-3.99, -0.16, 0.76], [-1.76, -0.78, -1.35], [0.61, -0.52, -0.50], [0.81, 1.07, -0.34], [-1.86, -1.63, 0.25], [0.01, -0.26, -0.65], [1.17, 0.48, 0.52], [-1.07, -2.48, 0.32], [-0.56, 0.37, -1.11], [-0.36, -1.35, 0.80], [1.27, -1.56, -0.04], [1.98, 0.19, -0.83], [0.78, 0.68, 0.81], [1.33, 1.48, -0.43], [0.73, -0.22, -0.31], [-1.04, 0.42, 0.06], [0.45, -1.12, 1.05], [0.31, -0.12, -0.02], [0.68, 1.06, 0.31], [1.18, 0.77, -0.34], [-0.04, 0.00, -0.22], [0.08, 0.00, 0.48], [-0.34, 0.45, 0.05], [-0.35, 1.03, 0.59], [-0.02, 0.00, -0.04], [-0.36, 0.60, 0.07], [-0.56, -0.01, 0.16], [0.08, -0.15, 0.43], [0.61, 0.34, -0.54], [0.14, 1.38, -0.04], [-0.79, 0.00, -1.22], [-0.21, -1.14, 0.89], [0.84, 1.32, -0.70], [-1.20, -0.35, 0.25], [-0.79, 0.20, -0.03], [0.42, 1.22, 0.84], [0.76, 0.49, 0.30], [0.01, -0.37, -2.09], [0.36, 0.27, 0.16], [-1.11, -1.12, -0.01], [0.76, -0.13, 0.14], [-0.20, 0.64, -0.25], [-0.13, -0.61, 0.07], [-0.51, 0.39, -0.15], [-0.28, 0.36, 0.75], [0.82, 0.93, 0.03], [0.58, -0.47, -0.58], [-0.68, -0.27, 0.09], [0.89, 0.47, -0.06], [-0.14, -0.21, -0.32], [0.10, -0.08, -0.17], [-0.77, -1.55, 0.32], [0.56, -0.06, -0.34], [-0.18, -0.84, 0.53], [0.09, -0.32, -0.12], [-0.30, 0.02, 1.06], [-0.18, -0.54, 0.12], [0.50, 1.11, 0.49], [-0.02, 0.09, 0.46], [0.76, 0.32, -0.47], [0.11, 0.29, 0.08]], "mulliken_charge": [-1.513, -0.211, -0.048, -1.093, -0.205, -1.371, -0.906, -0.489, -0.263, -0.863, 0.350, 0.359, 0.419, 0.345, 0.518, 0.492, 0.437, 0.380, 0.435, 0.123, 0.318, 0.399, 0.393, 0.549, 0.481, 0.308, 0.507, 0.326, 0.244, 0.377, -1.407, -0.269, 0.030, -0.965, -0.469, -1.277, 0.150, -0.926, -0.327, -0.764, 0.332, 0.342, 0.456, 0.512, 0.311, 0.407, 0.494, 0.307, 0.517, 0.470, 0.339, 0.348, 0.346, -0.304, 0.333, 0.219, 0.699, 0.267, 0.322, 0.305, -0.595], "charge": 1, "largest_force_ev_per_a": 4.061, "de_lowest_ev": 0.882, "e_tot_ha": -3467.3102, "gap_ev": 8.99, "multiplicity": 1}

Record 2
{"formula": "C16H40O12S2", "method": "wB97M-V/def2-TZVPD", "elements": ["O", "S", "O", "C", "C", "C", "C", "H", "H", "H", "H", "H", "H", "H", "H", "O", "S", "O", "C", "C", "C", "C", "H", "H", "H", "H", "H", "H", "H", "H", "O", "C", "C", "O", "H", "H", "H", "H", "H", "H", "O", "C", "C", "O", "H", "H", "H", "H", "H", "H", "O", "C", "C", "O", "H", "H", "H", "H", "H", "H", "O", "C", "C", "O", "H", "H", "H", "H", "H", "H"], "positions_angstrom": [[-4.6511, -2.6634, -3.9371], [-3.5165, -2.0216, -3.2863], [-2.1583, -2.3442, -3.6717], [-3.8057, -0.2134, -3.2187], [-3.7952, 0.1752, -1.7600], [-4.4813, -0.9840, -1.0043], [-3.7884, -2.2523, -1.4495], [-4.7964, -0.0851, -3.6763], [-3.2577, 0.2571, -4.0389], [-2.7535, 0.4181, -1.5097], [-4.2130, 1.1522, -1.5018], [-5.5100, -0.9786, -1.3655], [-4.4023, -0.7677, 0.0584], [-4.2593, -3.2307, -1.4845], [-2.7392, -2.3457, -1.1681], [-0.5888, -2.5784, -0.4574], [-0.4893, -4.0230, -0.2218], [-1.4054, -4.8630, -0.9389], [1.1722, -4.4755, -0.7602], [1.9087, -4.6367, 0.5648], [0.9582, -5.2860, 1.6117], [-0.3559, -4.4605, 1.5010], [1.5588, -3.7366, -1.4543], [1.1551, -5.4986, -1.1359], [2.8431, -5.1749, 0.3982], [2.2381, -3.6888, 1.0035], [1.2552, -5.0642, 2.6334], [0.6912, -6.3231, 1.4225], [-0.2207, -3.5226, 2.0377], [-1.2646, -4.9945, 1.7633], [-0.4242, 2.4623, 1.2217], [0.5950, 1.7242, 0.5768], [0.0561, 0.6074, -0.2992], [1.1120, -0.3098, -0.6434], [-0.7744, 3.1932, 0.6799], [1.1339, 2.4477, -0.0413], [1.3143, 1.3223, 1.2892], [-0.2694, 0.9785, -1.2772], [-0.7569, 0.1354, 0.2566], [0.6501, -1.1650, -0.5562], [5.2875, -3.2659, -2.7008], [4.7197, -2.1482, -3.3643], [3.8958, -1.2706, -2.4507], [2.7376, -1.9897, -2.0286], [4.6530, -3.5654, -2.0404], [5.5120, -1.5422, -3.8133], [4.1664, -2.5493, -4.2224], [3.5881, -0.3518, -2.9589], [4.5127, -0.9268, -1.6134], [2.1350, -1.2983, -1.6813], [-3.1305, 5.2030, 1.5268], [-1.7803, 5.5498, 1.2108], [-1.3813, 5.5305, -0.2530], [-1.2388, 4.2004, -0.7837], [-3.1304, 5.1028, 2.4833], [-1.6356, 6.5868, 1.5507], [-1.0492, 5.0398, 1.8475], [-0.4993, 6.1680, -0.2936], [-2.1498, 5.9876, -0.8792], [-2.0349, 4.0317, -1.2904], [3.3917, 2.9100, 5.1327], [2.0325, 3.1532, 4.7718], [1.7173, 4.6168, 4.5783], [2.6157, 5.2460, 3.6742], [3.8150, 2.3080, 4.5294], [2.0119, 2.5759, 3.8336], [1.2479, 2.6711, 5.3675], [1.8641, 5.1697, 5.5183], [0.6696, 4.7835, 4.3325], [3.4919, 4.8878, 3.8557]], "forces_ev_per_a": [[0.77, 0.42, -0.12], [-0.96, 0.05, 1.10], [-0.64, 0.28, 0.08], [-1.33, -0.20, -1.89], [1.20, 0.83, -0.12], [0.63, 0.52, -0.41], [1.34, -0.18, -2.04], [-0.30, -0.41, 0.56], [1.02, 0.18, 0.84], [0.09, -0.96, 0.51], [-0.78, -0.21, -0.51], [-0.20, -0.12, 0.44], [-0.28, -0.38, 0.11], [-0.38, 0.15, 0.67], [-0.22, 0.06, 0.73], [-0.20, -0.52, 1.03], [1.07, 0.63, -2.60], [-0.76, -0.22, 0.55], [-0.16, -0.75, 1.55], [0.78, 0.29, 0.77], [-0.96, 1.11, -0.61], [0.40, 0.16, -0.28], [0.01, -0.04, -0.01], [-0.46, 0.25, -0.64], [-0.15, -0.29, 0.17], [-0.19, 0.18, -0.25], [0.56, -0.75, 0.00], [0.49, -0.16, 0.13], [-0.34, 0.00, 0.08], [-0.01, 0.11, 0.18], [-0.37, -0.37, 0.89], [0.10, 1.23, -0.93], [0.51, 0.40, -0.52], [-0.79, -0.48, 0.88], [0.42, -0.70, -0.34], [0.39, -0.25, -0.15], [-0.25, -0.08, 0.30], [-0.58, 0.31, 0.38], [0.02, -0.27, -0.24], [0.31, -0.10, -0.06], [0.30, 0.13, 0.40], [-0.03, -0.07, -0.53], [-0.19, 0.00, -0.41], [0.18, 0.58, 0.22], [-0.05, 0.01, -0.11], [0.24, -0.14, 0.32], [-0.48, 0.37, 0.18], [0.02, -0.10, -0.30], [0.00, -0.31, 0.21], [0.24, -0.43, -0.14], [0.62, -0.41, -0.47], [0.18, 1.35, 0.77], [-1.44, -0.28, 0.30], [0.62, 0.51, 0.22], [-0.31, -0.12, -0.04], [-0.02, 0.18, -0.34], [-0.10, -0.65, -0.34], [0.45, -0.59, -0.46], [-0.02, 0.49, 0.32], [0.00, -0.22, 0.00], [0.02, 1.05, 1.66], [-0.03, -1.42, -2.00], [1.24, 0.56, 1.02], [-0.52, -0.15, -0.67], [-0.16, -0.24, -0.28], [-1.02, 0.72, -0.31], [0.57, 0.09, 0.70], [-0.21, -0.45, 0.32], [0.12, -0.15, -0.62], [-0.05, -0.02, 0.13]], "mulliken_charge": [-0.691, 1.086, -0.585, -0.862, -0.081, -0.738, -0.072, 0.382, 0.482, -0.280, 0.419, 0.362, 0.372, 0.570, -0.407, -0.724, 1.180, -0.734, -0.601, -0.566, -0.688, -0.821, 0.300, 0.405, 0.429, 0.237, 0.338, 0.318, 0.413, 0.449, -0.586, -0.518, -0.195, -0.681, 0.302, 0.291, 0.251, 0.307, 0.301, 0.289, -0.533, -0.516, -0.392, -0.296, 0.319, 0.332, 0.265, 0.361, 0.309, 0.446, -0.554, -0.212, -0.435, -0.502, 0.322, 0.407, 0.120, 0.279, 0.343, 0.270, -0.559, 0.092, -0.313, -0.537, 0.323, -0.182, 0.298, 0.287, 0.276, 0.326], "largest_force_ev_per_a": 2.884, "e_tot_ha": -2332.7366, "gap_ev": 10.03, "multiplicity": 1}

Record 3
{"formula": "C16H41AgN2O6", "method": "wB97M-V/def2-TZVPD", "elements": ["Ag", "C", "C", "O", "H", "H", "H", "H", "H", "C", "C", "O", "H", "H", "H", "H", "H", "C", "C", "O", "H", "H", "H", "H", "H", "C", "O", "C", "C", "N", "C", "C", "O", "C", "H", "H", "H", "H", "H", "H", "H", "H", "H", "H", "H", "H", "H", "H", "H", "C", "C", "C", "O", "C", "N", "H", "H", "H", "H", "H", "H", "H", "H", "H", "H", "H"], "positions_angstrom": [[-32.2063, -0.7984, -14.9285], [-33.3554, -4.7888, -13.9612], [-32.9868, -4.2194, -15.3390], [-32.8694, -2.8788, -15.3686], [-33.6452, -5.8457, -14.0394], [-34.2297, -4.2607, -13.5568], [-32.5393, -4.6547, -13.2500], [-33.6366, -4.6944, -16.1139], [-31.9983, -4.6983, -15.5899], [-32.3198, 2.9951, -15.8481], [-32.1900, 2.2982, -14.4885], [-31.3120, 1.2531, -14.4587], [-31.4069, 3.5436, -16.1131], [-33.0545, 3.8074, -15.7388], [-32.5017, 2.2898, -16.6592], [-33.2308, 2.0653, -14.1691], [-31.8468, 3.0521, -13.7435], [-29.5289, -3.2948, -13.4860], [-29.3860, -2.5133, -14.7850], [-29.7965, -1.2091, -14.8216], [-28.9932, -2.7672, -12.6929], [-29.0818, -4.2823, -13.6274], [-30.5831, -3.3907, -13.2243], [-29.7928, -3.0885, -15.6488], [-28.2911, -2.5550, -15.0363], [-38.3731, -0.9134, -16.1411], [-36.9873, -0.7210, -16.0896], [-36.6537, 0.6165, -15.7114], [-35.1512, 0.6636, -15.5784], [-34.5500, -0.3355, -14.7044], [-34.9584, -0.0770, -13.2966], [-34.2291, -1.0248, -12.3566], [-32.8446, -0.9400, -12.5510], [-32.1483, -1.7879, -11.6764], [-38.7745, -0.3167, -16.9785], [-38.8974, -0.5756, -15.2400], [-38.5629, -1.9599, -16.3636], [-37.2184, 0.8028, -14.7894], [-37.0210, 1.2776, -16.5065], [-34.8420, 1.6787, -15.3153], [-34.7136, 0.5379, -16.5735], [-35.0740, -1.1961, -14.8714], [-36.0344, -0.2588, -13.1675], [-34.7818, 0.9530, -12.9768], [-34.6131, -2.0338, -12.5753], [-34.4545, -0.7712, -11.3100], [-32.3163, -1.5214, -10.6177], [-31.0908, -1.6825, -11.8941], [-32.4882, -2.8266, -11.7701], [-33.1708, -0.7201, -18.7346], [-31.8058, -1.2601, -18.3308], [-30.7935, -1.2394, -19.4477], [-30.4586, 0.0826, -19.7997], [-29.3222, 0.1411, -20.6146], [-31.3179, -0.5615, -17.1094], [-33.0944, 0.3499, -18.9475], [-33.9785, -0.9374, -18.0387], [-33.4693, -1.2588, -19.6436], [-31.9826, -2.3052, -18.0488], [-31.1594, -1.8053, -20.3206], [-29.9217, -1.8011, -19.0739], [-29.4345, -0.4194, -21.5486], [-28.4462, -0.2330, -20.0662], [-29.1312, 1.1971, -20.8076], [-31.2281, 0.3899, -17.4680], [-30.3647, -0.8730, -16.9169]], "forces_ev_per_a": [[1.66, 0.15, 0.11], [-0.65, 0.00, -0.11], [1.54, -0.59, 0.17], [-0.94, 0.59, -0.33], [0.26, -0.03, 0.13], [0.04, 0.05, -0.09], [0.05, -0.11, -0.03], [-0.42, 0.47, 0.13], [-0.11, -0.10, 0.10], [0.54, 0.86, 0.34], [0.33, 0.12, 0.16], [-0.73, -0.78, -0.25], [0.18, -0.35, 0.11], [-0.38, -0.36, -0.44], [-0.44, 0.04, 0.03], [0.20, -0.23, 0.12], [-0.17, 0.12, -0.15], [-0.21, 0.22, -0.26], [0.83, 0.03, -1.21], [-0.71, -0.08, 0.52], [-0.07, -0.03, 0.09], [-0.08, -0.10, 0.14], [0.05, -0.13, 0.04], [-0.39, -0.21, 0.39], [-0.09, 0.20, 0.20], [-0.05, 0.44, -0.89], [0.09, -0.10, 0.36], [-0.49, -1.03, -0.21], [0.44, 0.65, -0.89], [-1.38, 0.52, 1.30], [0.36, 0.00, 0.32], [-0.33, 0.00, -0.24], [-0.40, 0.06, 0.53], [0.01, -0.10, 0.54], [-0.16, -0.10, 0.10], [0.13, -0.22, 0.19], [-0.04, -0.07, 0.22], [0.26, 0.44, 0.09], [0.17, 0.30, 0.17], [-0.01, -0.14, 0.37], [-0.16, -0.20, 0.00], [0.81, -0.32, -0.69], [0.01, 0.02, 0.07], [0.25, 0.06, -0.41], [0.33, -0.13, 0.19], [-0.21, -0.06, -0.05], [-0.05, 0.24, -0.15], [-0.01, -0.11, -0.12], [0.20, 0.00, -0.27], [0.14, -0.21, -0.76], [-0.76, -0.45, 1.31], [0.09, -0.63, 0.10], [-0.19, -0.13, -0.11], [0.38, 0.36, 0.46], [-0.17, 0.16, -2.39], [-0.25, -0.01, -0.02], [0.33, 0.13, 0.45], [0.03, 0.34, -0.14], [0.26, -0.02, -0.01], [-0.06, 0.18, -0.05], [0.19, 0.30, -0.13], [-0.06, 0.03, -0.04], [-0.03, -0.17, -0.14], [-0.07, -0.05, -0.26], [0.25, 0.20, 0.71], [-0.13, 0.09, 0.59]], "mulliken_charge": [0.915, -0.876, -0.798, -0.407, 0.411, 0.108, 0.077, 0.307, 0.252, -1.102, 0.403, -0.526, 0.372, 0.412, 0.005, -0.417, 0.298, -0.604, -0.231, -0.607, 0.325, 0.383, -0.368, 0.117, 0.338, -0.843, -0.200, -0.928, -0.384, 0.808, -0.844, -0.609, -0.057, -0.830, 0.303, 0.326, 0.230, 0.376, 0.488, 0.292, -0.123, 0.094, 0.279, 0.413, 0.241, 0.374, 0.315, 0.149, 0.325, -1.439, 0.626, -0.913, -0.280, -0.836, -0.203, 0.286, 0.133, 0.453, 0.062, 0.471, 0.461, 0.293, 0.339, 0.242, 0.138, 0.186], "charge": -1, "largest_force_ev_per_a": 2.404, "e_tot_ha": -1341.9581, "gap_ev": [6.53, 5.80], "multiplicity": 2, "s_squared": 0.761}